1.
{
  "formula": "C28H35CrN3O",
  "method": "the ωB97M-V functional and the def2-TZVPD basis",
  "elements": ["Cr", "N", "N", "C", "C", "C", "C", "H", "H", "H", "C", "C", "H", "H", "H", "C", "C", "H", "H", "H", "C", "H", "H", "H", "C", "H", "H", "H", "C", "H", "C", "H", "C", "H", "C", "H", "C", "C", "H", "C", "C", "H", "C", "H", "N", "C", "C", "C", "H", "C", "C", "H", "H", "H", "C", "H", "C", "C", "H", "H", "H", "C", "H", "H", "H", "O", "H", "H"],
  "xyz": [[-0.01151, -0.19791, 1.31984], [-1.02782, -1.75351, 2.24306], [0.16704, -2.47791, -0.41830], [1.12634, 1.53211, 0.83429], [2.03117, 0.46666, 1.17617], [1.77305, 0.08418, 2.53575], [2.55999, -0.95203, 3.27631], [3.18510, -1.50167, 2.56570], [1.87354, -1.66585, 3.74403], [3.23076, -0.59041, 4.06983], [0.73071, 0.92505, 3.04695], [0.24686, 0.89090, 4.45609], [1.06705, 1.19889, 5.12246], [-0.06157, -0.13016, 4.73998], [-0.59535, 1.57815, 4.59997], [0.28877, 1.79483, 1.98155], [-0.73179, 2.88204, 2.00157], [-1.55519, 2.68804, 2.70125], [-1.13601, 3.02597, 0.98961], [-0.25333, 3.82502, 2.29354], [3.06642, -0.11321, 0.26536], [4.02669, -0.32026, 0.76228], [3.25911, 0.54327, -0.59091], [2.71691, -1.06587, -0.16205], [1.12833, 2.26528, -0.45188], [0.13480, 2.26749, -0.91646], [1.79440, 1.76177, -1.15640], [1.46077, 3.30589, -0.34064], [-1.86076, -1.66710, 3.31742], [-2.10289, -0.63547, 3.63247], [-2.43670, -2.80712, 3.88281], [-3.04768, -2.65932, 4.76250], [-2.20437, -4.08822, 3.35642], [-2.67685, -4.97513, 3.78421], [-1.33736, -4.17655, 2.29757], [-1.12322, -5.12191, 1.80652], [-0.68001, -3.01155, 1.79703], [0.34439, -3.09706, 0.80829], [1.18555, -3.77881, 0.87006], [-0.22609, -1.13881, -0.56585], [0.11947, -3.14818, -1.64839], [0.33475, -4.19337, -1.68789], [-0.21068, -2.25339, -2.58100], [-0.28782, -2.37980, -3.65113], [-0.33317, -1.00191, -1.93936], [-0.33091, 0.20674, -2.73054], [0.78187, 0.42280, -3.56827], [0.84246, 1.56218, -4.36876], [1.74163, 1.73987, -4.96650], [-0.23407, 2.44091, -4.42899], [-0.18150, 3.62410, -5.32597], [-0.21214, 4.55162, -4.74678], [-1.03684, 3.62903, -6.00655], [0.73213, 3.60290, -5.92089], [-1.35634, 2.21066, -3.63301], [-2.20897, 2.90097, -3.68568], [-1.42560, 1.08723, -2.80136], [-2.65959, 0.82749, -2.00975], [-3.15812, -0.08106, -2.36693], [-3.34166, 1.67110, -2.14200], [-2.48280, 0.70498, -0.93263], [1.95788, -0.49372, -3.51942], [1.73880, -1.44922, -4.01638], [2.30264, -0.69493, -2.49013], [2.79558, -0.02605, -4.04775], [-2.95748, 0.50891, 1.25780], [-2.87866, 1.16633, 1.97370], [-2.38011, -0.24590, 1.54614]],
  "mulliken_charge": [-0.457, 0.701, 0.662, 1.008, 0.579, 0.586, -1.732, 0.433, 0.245, 0.299, 1.076, -1.698, 0.376, 0.293, 0.313, 0.815, -1.667, 0.337, 0.199, 0.364, -1.870, 0.415, 0.455, 0.141, -1.585, -0.061, 0.171, 0.371, 0.093, 0.328, -1.237, 0.342, -0.414, 0.350, -0.730, 0.422, 0.073, -1.362, 0.528, -0.634, -0.863, 0.514, -0.755, 0.634, 1.271, 0.394, 1.181, -1.133, 0.217, 0.955, -1.528, 0.308, 0.346, 0.352, -1.081, 0.298, 1.004, -1.369, 0.292, 0.399, 0.009, -1.825, 0.406, 0.149, 0.426, -0.692, 0.333, 0.228],
  "multiplicity": 4,
  "charge": -1,
  "s2": 4.20,
  "lumo_energy_ha": [0.102, 0.102]
}

=====

2.
{
  "formula": "C28H35N10O2Tc",
  "method": "the ωB97M-V functional and the def2-TZVPD basis",
  "elements": ["Tc", "C", "C", "C", "C", "C", "C", "N", "C", "C", "C", "C", "C", "C", "N", "N", "C", "C", "C", "C", "C", "N", "H", "H", "H", "H", "H", "H", "H", "H", "H", "H", "H", "H", "H", "N", "C", "C", "C", "C", "N", "C", "N", "N", "C", "O", "O", "H", "H", "H", "H", "H", "H", "H", "H", "H", "H", "H", "H", "H", "H", "C", "C", "C", "C", "N", "N", "C", "H", "H", "H", "H", "H", "H", "H", "H"],
  "xyz": [[-0.75890, -0.85897, -0.11641], [1.46954, 1.60240, -4.25806], [2.00192, 1.51325, -2.97332], [1.76024, 0.47583, -2.10156], [0.81842, -0.46472, -2.50035], [0.44310, -0.49788, -3.82802], [0.79113, 0.49334, -4.71539], [0.40463, -1.50723, -1.62951], [0.91020, -2.75344, -1.65576], [1.87545, -3.36599, -2.48926], [2.06700, -4.73226, -2.32919], [1.47568, -5.51497, -1.32263], [0.60281, -4.97687, -0.47902], [0.23081, -3.60278, -0.73771], [-0.71101, -2.86258, 0.03470], [-1.26265, -3.41860, 1.03038], [-2.01734, -2.62486, 1.80231], [-2.48922, -3.05772, 3.00245], [-3.10290, -2.20865, 3.87600], [-3.51581, -0.98883, 3.38279], [-3.04763, -0.58066, 2.18317], [-2.19828, -1.28463, 1.47586], [1.75905, 2.30508, -5.00380], [2.59630, 2.36102, -2.61802], [2.19091, 0.46560, -1.09321], [-0.22236, -1.27651, -4.18305], [0.42630, 0.27531, -5.69009], [2.45611, -2.64834, -3.12840], [2.72789, -5.15933, -3.07158], [1.98387, -6.47264, -1.24223], [0.08868, -5.42635, 0.35512], [-2.25977, -4.02617, 3.34148], [-3.31065, -2.33515, 4.92763], [-4.08078, -0.31436, 4.04812], [-3.29351, 0.46577, 1.80186], [-0.62747, 1.39249, 0.11164], [0.21640, 1.66517, 1.27236], [0.73364, 3.09279, 1.41538], [1.24374, 3.35715, 2.83960], [2.57332, 4.05602, 2.94743], [3.62484, 3.08359, 2.80822], [4.95070, 3.28568, 2.98898], [5.41628, 4.48468, 3.36541], [5.73056, 2.20534, 2.81303], [1.36109, 0.58692, 1.30441], [2.53516, 0.88711, 1.58611], [0.98405, -0.64175, 1.07146], [-0.23020, 1.64150, -0.79798], [-1.47779, 1.93885, 0.21574], [-0.37688, 1.43999, 2.16431], [-0.21979, 3.66110, 1.15174], [1.44279, 3.33678, 0.62266], [1.34274, 2.41784, 3.38176], [0.42858, 3.86243, 3.36028], [2.60992, 4.53360, 3.90772], [2.73592, 4.90995, 2.20701], [3.38043, 2.19400, 2.35587], [4.75678, 5.26624, 3.49665], [6.41815, 4.53414, 3.62247], [5.21915, 1.37242, 2.98370], [6.66730, 2.20658, 3.10183], [-4.95720, 1.73779, -2.43515], [-4.24580, 0.48084, -2.14578], [-4.49866, -0.88647, -2.25910], [-3.33918, -1.58149, -1.83125], [-2.35240, -0.70062, -1.50075], [-2.93506, 0.50612, -1.77207], [-3.22450, -3.06344, -1.65949], [-5.95189, 1.78322, -2.00435], [-5.12139, 1.91159, -3.56256], [-4.39809, 2.56457, -2.01628], [-5.33591, -1.38179, -2.66497], [-2.24348, 1.30462, -1.83192], [-3.16125, -3.32234, -0.59527], [-2.38438, -3.63092, -2.08890], [-4.09944, -3.48944, -2.02527]],
  "mulliken_charge": [-0.716, -0.864, -0.530, -0.473, -0.563, -0.023, -0.559, 0.995, 0.702, -0.853, -0.578, -0.560, -0.910, 0.576, 2.045, -1.270, 0.107, -0.564, -0.525, -0.644, -0.149, 0.482, 0.475, 0.407, 0.748, 0.441, 0.446, 0.466, 0.470, 0.430, 0.538, 0.571, 0.463, 0.397, 0.351, -0.470, -0.033, -0.360, -1.220, -1.189, 0.113, 0.700, -0.354, -0.373, 0.237, -0.806, -0.435, 0.364, 0.407, 0.368, 0.355, 0.357, 0.502, 0.571, 0.658, 0.422, 0.288, 0.229, 0.250, 0.175, 0.233, -1.248, 0.489, -1.234, 0.637, 1.101, -0.469, -1.188, 0.376, 0.289, 0.321, 0.553, 0.143, 0.151, 0.226, 0.534],
  "multiplicity": 4,
  "charge": 3,
  "s2": 3.84,
  "lumo_energy_ha": [-0.348, -0.401]
}

=====

no.,energy (eV)
1,-64541.16190
2,-50774.57706